(1)
DFT (wB97M-V/def2-TZVPD) results for a structure of composition H24K2O16P at a distorted geometry.

Last column: natural (NBO) charge in e.
Atoms and positions in Å:
K  8.016  15.842  7.757  0.9613
K  11.145  19.404  10.061  0.9638
P  9.443  18.664  7.536  2.5920
O  8.482  18.221  6.425  -1.2577
O  10.367  17.435  7.958  -1.3424
O  8.595  19.219  8.732  -1.2826
O  10.474  19.745  7.030  -1.2893
O  6.297  20.327  9.322  -0.9725
H  7.146  19.959  9.078  0.4970
H  5.692  19.586  9.280  0.4516
O  12.301  21.493  7.755  -0.9953
H  11.768  20.714  7.598  0.4974
H  12.981  21.459  7.081  0.4731
O  8.482  19.598  4.213  -0.9958
H  8.529  19.057  5.001  0.4831
H  9.395  19.727  3.956  0.4755
O  9.341  16.428  4.782  -0.9936
H  9.192  17.193  5.337  0.4913
H  10.006  15.920  5.247  0.4623
O  7.436  17.220  9.982  -1.0195
H  6.871  17.479  10.710  0.4736
H  7.871  18.031  9.716  0.5139
O  11.874  16.271  6.007  -0.9718
H  11.401  16.705  6.717  0.4901
H  12.212  15.466  6.400  0.4657
O  12.711  17.333  8.950  -0.9803
H  11.967  17.392  8.350  0.5022
H  12.384  16.820  9.688  0.4455
O  10.860  14.994  8.784  -0.9870
H  10.650  15.875  8.474  0.5001
H  10.713  15.030  9.729  0.4550
O  5.907  17.958  6.572  -0.9933
H  5.688  17.786  5.656  0.4642
H  6.862  18.029  6.581  0.4978
O  10.055  22.076  5.547  -0.9660
H  10.061  21.453  6.273  0.4879
H  10.395  21.581  4.802  0.4671
O  9.505  21.602  9.287  -0.9855
H  9.240  20.683  9.256  0.4763
H  10.167  21.683  8.600  0.4792
O  11.207  19.518  4.619  -1.0138
H  10.883  19.751  5.489  0.5019
H  11.782  18.768  4.771  0.4776

Force components x, y, z for each atom (eV/Å):
K -0.1 0.2 -0.3
K 0.1 0.2 -0.4
P 1.1 1.5 -1.1
O 0.6 -0.4 1.3
O -1.6 0.5 0.3
O 1.7 -1.3 -0.1
O -1.5 -1.1 1.8
O -1.0 0.5 0.8
H 0.7 -0.2 -0.6
H -0.2 -0.1 -0.3
O 0.9 0.7 1.0
H -0.8 -0.8 -0.7
H 0.0 0.1 -0.2
O -0.7 0.6 -1.2
H -0.1 -0.1 0.4
H 0.2 -0.2 -0.1
O -0.4 -1.5 -0.7
H -0.3 0.8 0.4
H 0.6 0.1 -0.2
O -0.5 -1.5 0.8
H -0.2 -0.1 0.1
H 0.7 1.3 -0.9
O 0.6 -0.6 -0.8
H -0.6 0.6 0.4
H 0.2 -0.2 0.2
O 1.7 0.5 1.2
H -1.0 0.2 -0.6
H 0.0 -0.4 -0.1
O 0.0 -1.5 0.3
H -0.3 1.3 -0.4
H -0.1 -0.1 0.2
O -1.5 -0.8 0.4
H 0.0 0.1 -0.2
H 1.2 0.7 -0.2
O 0.0 1.1 -0.3
H -0.1 -0.4 0.2
H 0.0 -0.1 -0.1
O 0.8 1.0 1.1
H -1.0 -0.5 -0.7
H 0.1 0.3 -0.5
O 0.9 0.1 -1.8
H -0.3 -0.1 1.2
H 0.0 -0.3 0.0

Computed properties:
- Energy relative to the best compared isomer or geometry (same formula, charge and spin): 1.026 eV
- F_max: 0.04978 Eh/bohr
- HOMO-LUMO gap: 7.411 eV
- Total charge: -1

***

(2)
DFT (wB97M-V/def2-TZVPD) results for a cluster of 2 separate species, C4H12NO3 in total at a distorted geometry.

Last column: natural (NBO) charge in e.
Atoms and positions in Å:
C  -1.270  1.037  -0.888  -0.4172
N  0.106  0.544  -0.849  -0.6500
C  0.328  -0.636  0.053  -0.0936
C  0.240  -0.235  1.557  -0.0377
O  -0.164  -1.257  2.383  -0.9495
C  -0.615  -1.802  -0.357  -0.0681
O  -0.454  -2.970  0.410  -0.8114
H  -1.277  1.856  -1.617  0.1738
H  -1.946  0.340  -1.388  0.1631
H  -1.617  1.399  0.064  0.2083
H  0.389  0.247  -1.762  0.3359
H  1.355  -0.862  -0.188  0.1622
H  1.283  0.057  1.798  0.0989
H  -0.417  0.636  1.674  0.1067
H  -0.280  -2.535  1.372  0.5160
H  -1.649  -1.460  -0.167  0.1435
H  -0.446  -1.990  -1.430  0.1301
H  1.869  1.810  -0.017  0.5016
H  2.485  3.069  -0.729  0.4531
O  2.080  2.753  0.080  -0.9657

Force components x, y, z for each atom (eV/Å):
C 0.6 0.2 -1.9
N -0.1 -0.2 1.4
C -0.9 0.5 -0.6
C 0.3 -1.2 0.2
O -0.1 -0.5 -0.5
C 0.0 0.5 1.0
O 0.9 0.5 1.1
H 0.1 0.4 0.4
H -0.4 -0.3 0.6
H -0.1 -0.1 0.3
H 0.0 0.0 -0.6
H 0.5 -0.8 0.1
H 0.0 0.6 0.1
H 0.0 0.4 -0.2
H -0.4 -0.1 -1.0
H 0.1 0.1 -0.5
H -0.2 -0.2 0.1
H -0.4 0.3 -0.3
H -0.1 -0.3 -0.2
O 0.2 0.2 0.5

Computed properties:
- Energy relative to the best compared isomer or geometry (same formula, charge and spin): 1.345 eV
- F_max: 0.03968 Eh/bohr
- HOMO-LUMO gap: 6.675 eV
- Total charge: -1

***

(3)
DFT (wB97M-V/def2-TZVPD) results for a structure of composition C20H34ClN8O5SZr.

Last column: natural (NBO) charge in e.
Atoms and positions in Å:
Zr  -1.631  0.493  0.008  2.3324
C  -0.230  0.420  4.785  -0.4234
N  -0.563  -0.856  4.142  -0.3479
C  -0.227  -2.075  4.894  -0.4457
C  -1.083  -0.899  2.922  0.6932
N  -1.265  0.157  2.149  -0.9745
N  -1.441  -2.154  2.466  -0.5876
C  -1.971  -2.497  1.250  0.6976
N  -2.211  -3.797  1.084  -0.7386
N  -2.219  -1.602  0.322  -0.9268
H  -0.311  0.287  5.860  0.2569
H  -0.942  1.194  4.506  0.2092
H  0.786  0.730  4.535  0.2341
H  0.353  -1.785  5.765  0.2663
H  0.399  -2.740  4.298  0.2260
H  -1.127  -2.583  5.247  0.2287
H  -0.856  0.986  2.570  0.4171
H  -1.335  -2.909  3.128  0.4385
H  -2.020  -4.483  1.797  0.4327
H  -2.594  -4.147  0.221  0.4342
H  -2.568  -2.052  -0.520  0.4030
C  -7.161  0.521  -1.265  -0.6299
C  -5.701  0.529  -1.698  -0.6412
S  -4.585  1.487  -0.705  2.1549
O  -4.291  0.786  0.546  -0.9248
O  -3.316  1.662  -1.444  -0.9750
C  -5.404  3.064  -0.523  -0.6797
C  -4.733  4.161  0.324  -0.2166
N  -3.280  3.989  0.351  -0.3252
C  -2.707  3.113  1.203  0.4721
N  -1.516  2.711  0.735  -0.6482
C  -1.261  3.476  -0.399  -0.0385
C  -2.355  4.225  -0.649  0.1968
N  -2.613  5.019  -1.830  0.5265
O  -3.779  5.259  -2.076  -0.3738
O  -1.650  5.336  -2.474  -0.2832
C  -3.296  2.751  2.519  -0.6708
H  -7.682  -0.207  -1.884  0.2746
H  -7.641  1.483  -1.427  0.2368
H  -7.275  0.215  -0.226  0.2406
H  -5.557  0.886  -2.720  0.2752
H  -5.262  -0.470  -1.604  0.2575
H  -6.391  2.832  -0.121  0.2908
H  -5.524  3.390  -1.561  0.2968
H  -5.085  4.127  1.350  0.2482
H  -4.987  5.130  -0.098  0.2942
H  -0.348  3.414  -0.971  0.2891
H  -3.192  3.607  3.191  0.2781
H  -2.774  1.903  2.949  0.2465
H  -4.347  2.483  2.456  0.2549
C  -2.301  -0.187  -3.333  -0.2372
O  -1.508  -0.212  -2.105  -0.8419
H  -1.901  -0.949  -3.998  0.2265
H  -2.245  0.801  -3.781  0.2202
H  -3.323  -0.432  -3.066  0.1866
H  -0.563  -0.251  -2.379  0.5402
Cl  1.218  0.516  -3.228  0.0457
C  1.441  1.635  -1.897  -0.0341
C  2.007  2.862  -2.210  -0.2176
C  2.340  3.738  -1.188  -0.1670
C  2.131  3.367  0.136  -0.1958
C  1.556  2.144  0.423  -0.1882
C  1.167  1.244  -0.579  -0.1094
C  0.527  -0.064  -0.213  -0.9583
H  2.210  3.110  -3.242  0.2618
H  2.793  4.690  -1.427  0.2566
H  2.433  4.025  0.938  0.2474
H  1.409  1.857  1.460  0.2110
H  0.932  -0.418  0.736  0.2501
H  0.729  -0.839  -0.955  0.2513

Force components x, y, z for each atom (eV/Å):
Zr 0.6 0.0 0.0
C 0.0 0.0 -0.1
N 0.0 0.0 -0.1
C 0.0 0.0 0.0
C 0.1 0.0 0.1
N -0.1 0.1 -0.1
N 0.0 0.0 0.0
C -0.1 -0.1 0.0
N 0.0 0.1 0.0
N 0.0 0.1 -0.1
H 0.0 0.0 0.0
H 0.0 0.0 0.0
H 0.0 0.0 0.0
H 0.0 0.0 0.0
H 0.0 0.0 0.0
H 0.0 0.0 0.0
H 0.0 0.0 0.0
H 0.0 0.0 0.0
H 0.0 0.0 0.0
H 0.0 0.0 0.0
H 0.1 0.0 0.0
C 0.0 0.0 0.1
C 0.1 -0.1 -0.1
S 0.0 -0.1 0.1
O -0.3 0.1 0.0
O 0.0 -0.2 0.2
C -0.1 0.1 -0.1
C 0.0 0.0 0.0
N 0.2 -0.2 0.0
C -0.1 0.0 -0.1
N 0.0 0.2 0.1
C -0.1 -0.1 -0.1
C 0.0 0.0 0.0
N 0.1 0.1 0.1
O -0.1 0.0 0.0
O 0.0 0.0 -0.1
C 0.0 0.0 0.0
H 0.0 0.0 0.0
H 0.0 0.0 0.0
H 0.0 0.0 0.0
H 0.0 0.0 0.0
H 0.0 0.0 -0.1
H 0.0 0.0 0.0
H 0.0 0.0 0.0
H 0.0 0.0 0.0
H 0.0 0.0 0.0
H 0.0 0.0 0.0
H 0.0 0.0 0.0
H 0.0 0.0 0.0
H 0.0 0.0 0.0
C 0.1 0.0 0.0
O 0.1 0.0 0.0
H 0.0 0.1 0.0
H 0.0 0.0 0.0
H 0.0 0.0 -0.1
H -0.1 0.0 -0.1
Cl -0.1 0.0 0.1
C 0.1 0.0 -0.1
C 0.0 0.0 0.1
C 0.0 0.0 0.0
C 0.0 -0.1 0.0
C -0.1 0.0 0.1
C 0.0 -0.1 0.0
C 0.0 0.1 -0.1
H 0.0 0.0 0.0
H 0.0 0.0 0.0
H 0.0 0.0 0.0
H 0.0 0.0 0.0
H 0.0 0.0 0.0
H 0.0 0.0 0.0

Computed properties:
- Energy relative to the best compared isomer or geometry (same formula, charge and spin): 0.189 eV
- F_max: 0.01076 Eh/bohr
- HOMO-LUMO gap: 7.320 eV
- Total charge: +3

***

> The highest F_max belongs to which entry?

H24K2O16P